No. 1
This record from OMol25 describes a cluster of 12 separate species, C16H56N12O12 in total in a non-equilibrium geometry. The level of theory is ωB97M-V/def2-TZVPD.

Each line ends with the Mulliken charge.
Atoms and positions in Å:
C (-1.00, 3.07, 1.61)  -0.10
O (0.08, 3.22, 0.80)  -0.49
H (-1.05, 3.87, 2.36)  0.40
H (-0.90, 2.08, 2.10)  -0.03
H (-1.85, 3.02, 1.01)  -0.20
H (0.13, 2.46, 0.21)  -0.05
C (-2.08, 2.91, -2.05)  -0.90
O (-0.69, 2.78, -2.01)  -0.77
H (-2.52, 3.38, -1.16)  0.21
H (-2.52, 1.87, -2.18)  0.38
H (-2.30, 3.54, -2.96)  0.31
H (-0.42, 3.70, -1.84)  0.24
C (2.82, 2.05, 2.09)  -0.59
O (1.84, 1.05, 2.35)  -0.80
H (2.31, 2.99, 2.30)  0.33
H (3.30, 1.99, 1.16)  0.03
H (3.60, 1.82, 2.89)  0.30
H (1.18, 1.35, 3.01)  0.33
C (-1.37, -2.07, -2.36)  -0.34
O (-0.80, -2.83, -3.44)  -0.58
H (-2.33, -2.51, -2.19)  0.60
H (-1.41, -1.08, -2.79)  0.27
H (-0.65, -2.28, -1.61)  -0.24
H (-1.56, -2.92, -4.02)  0.32
C (-2.57, -2.99, 0.72)  0.26
O (-2.93, -3.90, -0.18)  -0.77
N (-3.01, -1.78, 0.68)  -0.44
N (-1.60, -3.10, 1.55)  -0.39
H (-3.83, -1.76, 0.04)  0.23
H (-3.01, -1.13, 1.57)  0.61
H (-1.05, -4.00, 1.49)  0.01
H (-1.38, -2.29, 2.25)  0.57
C (-0.23, 0.10, -0.05)  -0.79
O (0.74, 0.88, -0.68)  1.16
N (0.12, -0.95, 0.63)  1.72
N (-1.51, 0.28, -0.19)  1.58
H (1.14, -1.15, 0.68)  -0.76
H (-0.50, -1.79, 0.59)  -0.42
H (-1.76, 0.89, -0.87)  -0.91
H (-2.23, -0.48, -0.03)  0.11
C (3.36, -1.43, 0.38)  -0.05
O (4.28, -2.48, 0.35)  -0.79
N (2.57, -1.33, 1.38)  -0.02
N (3.18, -0.60, -0.61)  0.15
H (2.80, -2.00, 2.16)  0.41
H (2.40, -0.44, 1.80)  0.11
H (3.75, -0.66, -1.48)  0.28
H (2.59, 0.15, -0.55)  -0.35
C (-2.02, -0.19, 3.36)  0.38
O (-2.48, -0.07, 4.64)  -0.80
N (-2.67, 0.22, 2.32)  0.15
N (-0.99, -0.93, 2.98)  -0.02
H (-3.60, 0.71, 2.41)  0.23
H (-2.18, 0.34, 1.46)  -0.04
H (-0.31, -1.22, 3.62)  0.24
H (-0.49, -0.73, 2.05)  0.00
C (-4.81, 1.67, 0.53)  0.56
O (-4.42, 0.98, -0.58)  -0.66
N (-5.14, 1.22, 1.68)  -0.67
N (-4.86, 2.98, 0.50)  -0.35
H (-5.26, 0.21, 1.77)  0.32
H (-5.47, 1.74, 2.58)  0.26
H (-4.69, 3.35, -0.45)  0.28
H (-5.44, 3.49, 1.16)  0.20
C (1.46, 0.90, -4.09)  0.49
O (2.24, 0.65, -5.18)  -0.81
N (0.94, 2.12, -3.91)  -0.35
N (1.08, -0.04, -3.29)  0.03
H (1.01, 2.86, -4.61)  0.21
H (0.20, 2.21, -3.24)  0.46
H (1.52, -0.97, -3.33)  0.30
H (0.82, 0.26, -2.37)  -0.23
C (4.94, 3.48, -1.24)  -1.69
C (3.58, 3.06, -1.53)  2.03
C (2.59, 3.96, -0.92)  -0.50
O (3.30, 3.21, -2.78)  -0.71
H (5.24, 4.53, -1.37)  0.37
H (5.63, 2.89, -1.83)  0.42
H (5.16, 3.12, -0.18)  0.29
H (3.43, 2.01, -1.23)  -0.80
H (1.57, 3.71, -1.20)  -0.42
H (2.58, 4.96, -1.33)  0.50
H (2.69, 4.09, 0.21)  0.13
H (2.54, 2.67, -3.04)  0.23
C (0.51, -6.50, 0.14)  -1.32
C (0.70, -5.63, 1.36)  0.30
C (1.28, -4.33, 0.94)  -0.78
O (-0.27, -5.44, 2.08)  -0.57
H (-0.03, -7.43, 0.45)  0.36
H (1.49, -6.76, -0.34)  0.33
H (-0.20, -5.86, -0.46)  0.28
H (1.35, -5.99, 2.10)  0.51
H (1.50, -3.62, 1.73)  0.19
H (0.64, -3.74, 0.22)  -0.29
H (2.23, -4.34, 0.36)  0.49
H (0.03, -5.35, 2.96)  0.34

Summary:
HOMO-LUMO gap   7.94 eV
Energy relative to the best compared isomer or geometry (same formula, charge and spin)   1141.39 kJ/mol
SMILES   NC(N)=O.NC(N)=O.NC(N)=O.NC(N)=O.NC(N)=O.NC(N)=O.CC(C)O.CC(C)O.CO.CO.CO.CO
2S+1   1


No. 2
This record from OMol25 describes a cluster of 13 separate species, C16H58N2O13 in total in a non-equilibrium geometry. The level of theory is ωB97M-V/def2-TZVPD.

Each line ends with the Mulliken charge.
Atoms and positions in Å:
C (-23.28, -11.13, 6.44)  -0.47
C (-23.82, -10.21, 7.40)  0.47
O (-22.92, -9.77, 8.44)  -0.54
H (-22.80, -12.01, 6.94)  0.45
H (-22.56, -10.67, 5.81)  -0.04
H (-24.21, -11.43, 5.88)  0.06
H (-24.81, -10.68, 7.78)  0.11
H (-24.22, -9.33, 6.86)  -0.29
H (-23.41, -9.25, 9.09)  0.34
C (-23.56, -10.08, 0.34)  -0.59
C (-24.68, -9.03, 0.13)  -0.77
O (-24.80, -8.22, 1.23)  -0.94
H (-24.01, -10.93, 0.96)  0.01
H (-22.59, -9.65, 0.76)  -0.07
H (-23.28, -10.51, -0.61)  0.57
H (-25.59, -9.44, -0.13)  0.58
H (-24.36, -8.40, -0.70)  0.40
H (-24.80, -8.76, 2.02)  -0.08
C (-25.46, -8.00, 4.58)  0.00
C (-24.00, -8.13, 4.11)  1.01
O (-23.97, -9.47, 3.64)  3.43
H (-26.21, -7.79, 3.77)  -0.28
H (-25.35, -7.05, 5.13)  0.02
H (-25.77, -8.76, 5.30)  -0.23
H (-23.25, -8.16, 4.99)  0.17
H (-23.77, -7.33, 3.30)  -1.20
H (-23.12, -9.78, 3.53)  -1.43
C (-22.75, -5.68, -0.19)  0.71
O (-23.34, -6.19, -1.22)  -0.75
N (-21.91, -4.68, -0.27)  -0.37
N (-22.96, -6.24, 1.00)  0.05
H (-21.64, -4.40, -1.17)  0.28
H (-21.21, -4.42, 0.47)  0.20
H (-23.68, -6.97, 1.03)  -0.02
H (-22.26, -5.98, 1.80)  0.25
C (-26.95, -10.96, 2.93)  -0.67
O (-26.04, -11.09, 4.02)  -0.50
H (-27.95, -11.12, 3.30)  0.31
H (-26.74, -11.69, 2.16)  0.28
H (-26.99, -9.89, 2.65)  0.14
H (-25.32, -10.47, 4.03)  -0.25
C (-23.75, -12.78, 3.05)  -0.36
O (-22.59, -12.93, 2.31)  -0.54
H (-24.51, -12.56, 2.40)  0.21
H (-23.58, -11.86, 3.63)  -0.07
H (-24.09, -13.56, 3.80)  0.30
H (-21.92, -13.01, 3.05)  0.35
C (-27.72, -9.77, 6.72)  -0.53
O (-26.87, -8.91, 7.40)  -0.47
H (-28.65, -9.94, 7.10)  0.42
H (-27.07, -10.66, 6.63)  0.15
H (-27.89, -9.42, 5.69)  0.14
H (-27.15, -8.01, 7.25)  0.29
C (-27.20, -5.58, 3.24)  -0.33
O (-28.31, -6.46, 3.27)  -0.53
H (-27.57, -4.53, 3.06)  0.32
H (-26.53, -5.94, 2.43)  0.10
H (-26.60, -5.62, 4.12)  0.13
H (-29.06, -6.15, 2.68)  0.31
C (-25.00, -3.40, 2.41)  -0.99
O (-24.34, -4.57, 2.78)  -0.50
H (-25.53, -2.99, 3.30)  0.27
H (-25.60, -3.51, 1.56)  0.40
H (-24.31, -2.57, 2.22)  0.32
H (-24.09, -5.03, 2.03)  0.23
C (-20.91, -8.62, 2.87)  -0.43
O (-21.12, -9.97, 3.30)  -0.45
H (-20.73, -7.97, 3.72)  -0.12
H (-21.76, -8.24, 2.28)  0.13
H (-20.00, -8.61, 2.28)  0.55
H (-20.57, -10.55, 2.74)  0.28
C (-20.29, -7.71, 7.20)  -0.31
O (-19.82, -7.47, 8.50)  -0.57
H (-21.33, -7.33, 7.10)  -0.04
H (-20.19, -8.76, 7.04)  0.35
H (-19.75, -7.11, 6.48)  0.17
H (-19.71, -8.33, 8.89)  0.33
C (-24.03, -5.88, 6.90)  0.04
O (-23.01, -5.27, 7.74)  -0.57
H (-25.02, -5.64, 7.36)  0.31
H (-24.01, -6.94, 7.00)  -0.08
H (-23.96, -5.54, 5.86)  0.04
H (-22.96, -4.30, 7.64)  0.31
C (-21.10, -5.23, 4.54)  -0.66
O (-21.71, -5.04, 3.30)  -0.49
H (-21.48, -5.91, 5.22)  0.00
H (-21.00, -4.32, 5.08)  0.51
H (-20.05, -5.46, 4.39)  0.37
H (-22.63, -4.79, 3.40)  0.33

Summary:
HOMO-LUMO gap   9.63 eV
Energy relative to the best compared isomer or geometry (same formula, charge and spin)   66.65 kJ/mol
2S+1   1


No. 3
This record from OMol25 describes a cluster of 11 separate species, C16H58N4O11 in total in a non-equilibrium geometry. The level of theory is ωB97M-V/def2-TZVPD.

Each line ends with the Mulliken charge.
Atoms and positions in Å:
C (41.86, 4.45, -11.93)  -1.45
C (40.71, 4.75, -12.71)  0.60
C (39.42, 4.49, -11.97)  -0.81
O (38.28, 4.47, -12.89)  -0.34
C (37.05, 4.05, -12.38)  -0.80
N (40.72, 6.22, -12.99)  -0.74
H (42.81, 4.58, -12.44)  0.39
H (41.93, 3.37, -11.82)  0.40
H (41.82, 4.71, -10.87)  0.27
H (40.69, 4.22, -13.66)  0.30
H (39.31, 5.23, -11.18)  0.35
H (39.35, 3.50, -11.52)  0.41
H (36.44, 3.59, -13.16)  0.29
H (36.54, 4.87, -11.86)  0.29
H (37.07, 3.14, -11.78)  0.30
H (39.94, 6.17, -13.63)  0.29
H (41.53, 6.29, -13.59)  0.25
C (41.54, 10.39, -6.48)  -1.43
C (42.26, 9.68, -7.72)  0.25
C (43.71, 9.25, -7.27)  -0.61
O (44.46, 9.02, -8.46)  -0.29
C (45.65, 8.26, -8.32)  -0.76
N (41.30, 8.60, -8.07)  -0.60
H (42.07, 11.33, -6.31)  0.41
H (41.43, 9.84, -5.55)  0.26
H (40.50, 10.62, -6.73)  0.39
H (42.26, 10.36, -8.57)  0.42
H (43.56, 8.36, -6.65)  0.30
H (44.17, 10.00, -6.63)  0.36
H (45.51, 7.28, -7.87)  0.30
H (46.42, 8.87, -7.86)  0.30
H (45.95, 8.22, -9.37)  0.25
H (41.54, 8.30, -9.00)  0.29
H (41.56, 7.77, -7.55)  0.16
C (35.48, 11.30, -0.38)  -1.70
C (34.99, 12.01, -1.59)  0.57
C (34.58, 13.48, -1.23)  -0.66
O (34.00, 14.09, -2.36)  -0.39
C (32.67, 13.59, -2.76)  -0.70
N (35.98, 11.87, -2.64)  -0.61
H (36.10, 10.43, -0.61)  0.44
H (34.64, 11.00, 0.24)  0.41
H (36.10, 12.02, 0.16)  0.35
H (34.18, 11.39, -1.97)  0.18
H (35.40, 14.06, -0.81)  0.35
H (33.82, 13.50, -0.45)  0.38
H (32.94, 12.58, -3.08)  0.29
H (32.36, 14.05, -3.69)  0.29
H (31.90, 13.54, -1.99)  0.29
H (35.96, 12.80, -3.02)  0.29
H (36.88, 11.80, -2.17)  0.24
C (35.09, 3.84, -1.69)  -1.56
C (34.16, 3.58, -0.44)  0.48
C (34.04, 4.86, 0.41)  -0.65
O (33.35, 4.56, 1.56)  -0.40
C (34.00, 3.69, 2.49)  -0.75
N (32.86, 3.12, -0.94)  -0.69
H (36.09, 4.18, -1.43)  0.40
H (34.86, 4.69, -2.32)  0.37
H (35.18, 2.91, -2.26)  0.35
H (34.63, 2.82, 0.19)  0.29
H (33.48, 5.64, -0.12)  0.30
H (34.98, 5.28, 0.76)  0.37
H (33.46, 3.75, 3.44)  0.27
H (35.08, 3.80, 2.64)  0.32
H (33.74, 2.68, 2.18)  0.31
H (32.26, 3.38, -0.17)  0.30
H (32.46, 3.81, -1.57)  0.28
O (40.47, 5.10, -5.80)  -0.63
H (41.20, 4.54, -5.55)  0.29
H (40.20, 5.53, -4.99)  0.32
O (39.84, 7.21, -2.37)  -0.62
H (40.15, 8.11, -2.34)  0.32
H (40.23, 6.78, -1.61)  0.31
O (33.91, 8.15, -8.56)  -0.62
H (34.53, 7.72, -7.97)  0.30
H (33.17, 7.55, -8.61)  0.30
O (38.04, 1.52, -7.16)  -0.63
H (38.10, 1.08, -6.31)  0.31
H (37.73, 2.40, -6.95)  0.32
O (37.66, 10.12, -10.22)  -0.62
H (38.26, 9.62, -9.66)  0.31
H (38.22, 10.50, -10.89)  0.30
O (35.15, 12.04, -7.19)  -0.62
H (35.19, 11.63, -6.33)  0.31
H (35.65, 12.86, -7.10)  0.30
O (36.96, 7.21, -6.34)  -0.59
H (37.73, 6.73, -6.63)  0.31
H (37.24, 7.67, -5.56)  0.30

Summary:
HOMO-LUMO gap   9.23 eV
Energy relative to the best compared isomer or geometry (same formula, charge and spin)   445.80 kJ/mol
SMILES   COC[C@H](C)N.COC[C@H](C)N.COC[C@H](C)N.COC[C@H](C)N.O.O.O.O.O.O.O
2S+1   1


No. 4
This record from OMol25 describes a cluster of 16 separate species, C16H64N32O16 in total in a non-equilibrium geometry. The level of theory is ωB97M-V/def2-TZVPD.

Each line ends with the Mulliken charge.
Atoms and positions in Å:
C (-15.93, -12.22, -5.30)  0.56
O (-16.76, -12.88, -5.78)  -0.69
N (-14.69, -12.63, -5.05)  -0.43
N (-16.12, -11.03, -4.85)  0.04
H (-14.02, -11.94, -4.77)  0.14
H (-14.42, -13.51, -5.47)  0.27
H (-15.41, -10.55, -4.32)  0.10
H (-17.00, -10.59, -5.09)  -0.17
C (-13.81, -7.13, -5.36)  0.40
O (-12.98, -6.62, -6.01)  -0.66
N (-15.09, -7.15, -5.59)  0.13
N (-13.52, -7.61, -4.19)  -0.41
H (-15.27, -6.50, -6.34)  0.14
H (-15.69, -7.16, -4.78)  -0.03
H (-12.51, -7.53, -4.18)  0.26
H (-14.02, -8.44, -3.91)  0.17
C (-16.73, -4.49, -3.29)  0.53
O (-16.37, -3.34, -2.96)  -0.76
N (-17.49, -4.73, -4.35)  0.24
N (-16.51, -5.68, -2.82)  0.07
H (-18.00, -5.60, -4.43)  -0.10
H (-17.77, -3.93, -4.90)  0.09
H (-15.86, -5.95, -2.10)  0.20
H (-16.95, -6.38, -3.41)  -0.37
C (-22.62, -12.21, -6.76)  0.31
O (-21.76, -11.42, -6.33)  0.15
N (-23.83, -12.11, -6.64)  -0.32
N (-22.37, -13.35, -7.43)  -0.40
H (-24.27, -13.00, -6.85)  0.14
H (-24.27, -11.33, -6.17)  0.25
H (-23.11, -13.78, -7.97)  0.22
H (-21.38, -13.45, -7.61)  -0.08
C (-21.96, -4.54, -3.59)  0.70
O (-22.73, -4.08, -4.41)  -0.67
N (-20.71, -4.79, -3.78)  -0.02
N (-22.27, -4.79, -2.32)  -0.39
H (-20.23, -5.32, -3.07)  -0.08
H (-20.37, -4.46, -4.68)  0.06
H (-21.51, -4.82, -1.65)  0.16
H (-23.21, -4.71, -1.98)  0.24
C (-16.35, -8.28, -9.04)  0.59
O (-16.78, -9.30, -9.57)  -0.86
N (-15.30, -7.77, -9.52)  -0.40
N (-16.92, -7.54, -8.20)  -0.16
H (-14.80, -8.27, -10.24)  0.28
H (-14.97, -6.87, -9.20)  0.10
H (-16.42, -6.70, -7.95)  0.20
H (-17.74, -7.90, -7.74)  0.07
C (-24.06, -8.01, -5.02)  0.52
O (-24.57, -9.10, -5.25)  -0.67
N (-22.86, -7.61, -5.43)  0.41
N (-24.63, -7.06, -4.31)  -0.35
H (-22.40, -6.79, -5.05)  0.12
H (-22.42, -8.07, -6.22)  -0.68
H (-24.20, -6.15, -4.36)  0.05
H (-25.50, -7.09, -3.81)  0.25
C (-22.32, -9.12, -8.66)  -0.13
O (-21.30, -8.79, -8.16)  0.97
N (-23.47, -8.50, -8.58)  -0.27
N (-22.40, -10.06, -9.53)  -0.12
H (-23.43, -7.57, -8.20)  0.05
H (-24.30, -8.83, -9.06)  0.22
H (-21.52, -10.46, -9.82)  -0.22
H (-23.21, -10.67, -9.58)  0.26
C (-21.54, -5.64, -9.54)  0.57
O (-20.41, -5.90, -9.95)  -0.72
N (-21.85, -5.42, -8.32)  0.12
N (-22.50, -5.40, -10.32)  -0.37
H (-22.82, -5.25, -8.10)  0.25
H (-21.08, -5.22, -7.70)  -0.33
H (-23.38, -5.17, -9.90)  0.13
H (-22.30, -5.41, -11.31)  0.30
C (-19.49, -12.55, -9.42)  0.50
O (-20.23, -13.47, -9.34)  -0.74
N (-18.32, -12.64, -9.95)  -0.30
N (-19.55, -11.40, -8.79)  0.90
H (-17.70, -11.88, -10.17)  0.12
H (-17.99, -13.50, -10.38)  0.26
H (-20.31, -11.47, -8.13)  -0.75
H (-18.86, -10.68, -8.89)  -0.13
C (-18.94, -3.40, -7.48)  0.33
O (-19.57, -4.14, -6.72)  -0.55
N (-18.74, -2.13, -7.14)  -0.45
N (-18.45, -3.81, -8.63)  -0.40
H (-17.93, -1.64, -7.50)  0.19
H (-19.24, -1.75, -6.35)  0.26
H (-18.42, -3.05, -9.30)  0.24
H (-18.69, -4.72, -9.02)  0.16
C (-21.31, -10.80, -2.42)  0.55
O (-20.55, -10.23, -3.20)  -0.40
N (-22.55, -11.13, -2.75)  -0.42
N (-21.13, -11.06, -1.14)  -0.43
H (-23.01, -10.98, -3.64)  0.10
H (-23.15, -11.50, -2.03)  0.14
H (-20.40, -10.57, -0.64)  0.28
H (-21.91, -11.31, -0.54)  0.17
C (-17.81, -8.56, -1.34)  0.49
O (-16.84, -8.20, -0.72)  -0.65
N (-17.77, -9.58, -2.21)  -0.04
N (-18.95, -7.92, -1.44)  -0.18
H (-16.97, -10.19, -2.28)  0.11
H (-18.50, -9.62, -2.90)  -0.08
H (-18.99, -6.97, -1.10)  0.20
H (-19.80, -8.45, -1.57)  0.07
C (-19.06, -7.96, -5.92)  -0.25
O (-18.40, -7.46, -5.06)  -0.44
N (-19.61, -7.27, -6.91)  2.28
N (-19.56, -9.16, -5.86)  1.81
H (-20.32, -7.63, -7.53)  -0.38
H (-19.42, -6.28, -6.78)  -1.07
H (-20.14, -9.55, -6.58)  -0.99
H (-19.60, -9.52, -4.91)  -0.09
C (-19.73, -9.68, -11.56)  0.68
O (-20.86, -9.90, -12.01)  -0.78
N (-19.51, -9.00, -10.56)  0.22
N (-18.69, -10.13, -12.13)  -0.27
H (-20.21, -8.70, -9.90)  -0.62
H (-18.53, -8.99, -10.32)  -0.14
H (-17.84, -9.63, -11.91)  0.19
H (-18.81, -10.53, -13.05)  0.26
C (-20.22, -14.16, -5.02)  0.60
O (-19.77, -15.23, -5.24)  -0.51
N (-21.18, -13.83, -4.15)  -0.11
N (-19.59, -13.07, -5.34)  0.56
H (-21.53, -14.53, -3.51)  0.25
H (-21.58, -12.91, -4.20)  -0.02
H (-18.68, -13.29, -5.70)  0.31
H (-19.97, -12.23, -4.93)  -0.20

Summary:
HOMO-LUMO gap (spin up / spin down)   8.32 / 3.01 eV
Energy relative to the best compared isomer or geometry (same formula, charge and spin)   243.99 kJ/mol
Charge   +1
2S+1   2


| no. | total energy (Ha) |
| --- | --- |
| 1 | -2202.92641 |
| 2 | -1731.78120 |
| 3 | -1690.84765 |
| 4 | -3604.20752 |